(1)
Below is a cluster of 9 separate species, C75H160N8O9 in total, with properties calculated with ωB97M-V with the def2-TZVPD basis set.

Summary:
* ⟨S²⟩: 0.75
* molecular weight: 1318.15 g/mol
* strongest force on any atom: 5.14 eV Å⁻¹
* HOMO-LUMO gap (spin up / spin down): 6.9 / 2.9 eV
* highest occupied orbital energy (spin up / spin down): -9.29 / -9.29 eV
* E_LUMO (spin up / spin down): -0.088 / -0.236 Eh

ORCA input file:
```
! wB97M-V def2-TZVPD RIJCOSX def2/J DEFGRID3
* xyz 1 2
C -5.11687 2.84172 2.04523
C -5.61865 4.23650 2.19864
C -6.09829 4.41965 3.64580
O -4.52983 5.09799 2.04801
H -4.66148 2.76766 1.05768
H -5.93943 2.13073 1.96794
H -4.32475 2.52980 2.72593
H -6.39068 4.53387 1.48897
H -5.48305 4.02332 4.45358
H -7.06140 3.94022 3.82093
H -6.28610 5.44315 3.97024
H -3.70315 4.61868 2.13991
C -4.67151 -1.06535 4.01434
C -4.17805 -1.58016 5.39836
C -2.91422 -0.76772 5.80068
C -3.10482 0.60872 6.32850
C -4.14883 0.57659 7.45069
C -5.46793 -0.20015 7.05927
N -5.16253 -1.51096 6.43704
O -6.27211 -2.18039 6.14745
C -6.15748 -0.49777 8.44992
C -6.37869 0.71971 6.14703
C -3.68216 -3.00927 5.02034
H -5.55653 -1.57568 3.63435
H -3.87238 -1.18225 3.28234
H -4.93377 -0.01947 4.17386
H -2.23945 -1.30394 6.46795
H -2.36545 -0.53491 4.88813
H -3.46308 1.31567 5.58019
H -2.16275 0.99926 6.71331
H -4.36776 1.59220 7.78037
H -3.70614 0.05783 8.30099
H -5.50756 -1.03266 9.14244
H -6.47859 0.33937 9.06974
H -7.09519 -1.02851 8.28527
H -6.98542 1.32546 6.82012
H -5.85113 1.47246 5.56123
H -7.11340 0.10150 5.63116
H -4.50087 -3.72747 4.97568
H -2.92358 -3.32090 5.73835
H -3.28282 -2.99345 4.00625
H -6.25870 -2.76410 6.90949
C 0.94299 -0.50087 -4.82191
C -0.40040 -0.67892 -5.60166
C -0.22209 -0.10361 -7.05498
C 0.69515 -1.00678 -7.89425
C 0.08099 -2.41708 -8.03249
C -0.31609 -3.16913 -6.66034
N -0.85620 -2.12901 -5.72923
O -1.30915 -2.62610 -4.56434
C -1.29342 -4.23019 -7.07419
C 0.96679 -3.88959 -5.90541
C -1.49697 0.24604 -4.87202
H 1.36861 0.48394 -5.01452
H 1.58374 -1.30739 -5.17839
H 0.80069 -0.68190 -3.75651
H -1.21890 0.09843 -7.44695
H 0.16288 0.91608 -7.04374
H 1.63140 -1.16800 -7.35988
H 1.12423 -0.65133 -8.83109
H 0.79519 -3.02578 -8.58701
H -0.76384 -2.24862 -8.70032
H -0.85902 -4.85102 -7.85775
H -1.52188 -4.90147 -6.24637
H -2.14277 -3.76850 -7.57772
H 1.32419 -4.77358 -6.43355
H 1.78383 -3.17938 -6.03254
H 0.89077 -4.02752 -4.82685
H -1.13073 1.27263 -4.86256
H -1.72101 -0.05458 -3.84854
H -2.45503 0.27644 -5.39094
H -2.24408 -2.65938 -4.77974
C 5.00790 -1.49590 -6.06375
C 5.96420 -1.00691 -4.90291
C 5.29112 -0.17258 -3.80648
C 4.35216 -1.03266 -2.92669
C 5.18070 -2.12067 -2.21708
C 5.95875 -3.00177 -3.18601
N 6.63087 -2.14066 -4.25335
O 7.45833 -2.80117 -5.05452
C 7.12739 -3.66853 -2.28594
C 5.04467 -4.12250 -3.80297
C 7.05903 0.07165 -5.45882
H 4.41526 -0.65032 -6.41282
H 4.37918 -2.37166 -5.90294
H 5.58293 -1.75458 -6.95286
H 5.97499 0.36343 -3.14837
H 4.70791 0.60657 -4.29728
H 3.59301 -1.47771 -3.56992
H 3.85865 -0.38763 -2.19973
H 4.49565 -2.87922 -1.83834
H 5.81941 -1.68699 -1.44762
H 6.70559 -4.20106 -1.43353
H 7.66249 -4.40579 -2.88444
H 7.71130 -2.83685 -1.89167
H 5.55546 -4.75907 -4.52543
H 4.71881 -4.90248 -3.11482
H 4.14108 -3.74278 -4.27986
H 6.56147 0.87276 -6.00539
H 7.67164 -0.42305 -6.21253
H 7.65745 0.40140 -4.60954
H 8.28204 -2.54917 -4.63073
C 8.02463 5.69011 1.02253
C 7.06845 5.08902 0.02297
C 7.73264 3.67573 -0.20465
C 6.83225 2.67319 -0.93717
C 5.50459 2.52669 -0.17107
C 4.75379 3.86631 0.09725
N 5.70682 4.84718 0.60985
O 5.10712 5.98070 1.16392
C 3.95026 4.31284 -1.17027
C 3.73976 3.52100 1.24004
C 7.05592 5.95034 -1.27007
H 7.79540 6.73520 1.23078
H 9.04806 5.65586 0.64901
H 8.14543 5.10615 1.93494
H 8.53824 3.74400 -0.93572
H 8.14635 3.18890 0.67848
H 7.37976 1.73749 -1.05034
H 6.58367 2.88085 -1.97793
H 5.93047 2.07426 0.72449
H 4.85642 1.76912 -0.61159
H 4.66286 4.42567 -1.98733
H 3.12678 3.65922 -1.45796
H 3.59123 5.33455 -1.04654
H 3.31947 4.36582 1.78571
H 2.91094 2.94439 0.82935
H 4.18394 3.01835 2.09920
H 6.38629 6.80992 -1.24161
H 6.79797 5.26765 -2.07970
H 8.07032 6.21833 -1.56551
H 4.98228 6.59063 0.43317
C -0.74850 4.96664 -3.11799
C -1.53484 5.63900 -1.97202
C -0.80552 6.98773 -1.66555
C -1.60203 8.06443 -0.92441
C -2.82301 8.37656 -1.79036
C -3.74436 7.12474 -2.14173
N -2.93913 5.93910 -2.35444
O -3.65157 4.78866 -2.69612
C -4.86389 6.95330 -1.09255
C -4.27338 7.57622 -3.45288
C -1.46626 4.81172 -0.73628
H -1.26155 4.08053 -3.49173
H 0.27754 4.71495 -2.84968
H -0.72154 5.67356 -3.94722
H 0.06950 6.65837 -1.10523
H -0.46065 7.47683 -2.57657
H -1.01016 8.87118 -0.49201
H -1.98069 7.53018 -0.05303
H -2.60509 9.00284 -2.65546
H -3.38210 8.98527 -1.07975
H -5.39726 6.03239 -1.32824
H -4.32573 6.78814 -0.15917
H -5.54894 7.79783 -1.01770
H -3.51098 7.67928 -4.22503
H -5.06683 6.96321 -3.88039
H -4.69614 8.56924 -3.30030
H -1.76697 3.77303 -0.87343
H -2.02900 5.36200 0.01778
H -0.52078 4.60431 -0.23513
H -3.48767 4.77948 -3.64197
C -2.00761 0.16969 0.32696
C -0.57601 -0.04027 0.80323
C -0.55891 -0.96632 2.03734
C -0.96723 -2.46494 1.76652
C 0.03464 -2.99669 0.77343
C 0.13760 -2.14758 -0.56378
N 0.24643 -0.68929 -0.24305
O 0.48461 0.13562 -1.24578
C 1.56717 -2.58169 -1.13150
C -0.96208 -2.47334 -1.54859
C 0.00480 1.29807 1.34415
H -2.73188 0.63895 0.99279
H -2.31407 -0.84289 0.06452
H -2.04208 0.65645 -0.64770
H 0.41006 -0.88599 2.53000
H -1.20306 -0.66427 2.86314
H -1.97432 -2.53961 1.35631
H -0.93658 -3.01799 2.70528
H -0.15742 -4.05558 0.60032
H 0.97758 -2.92282 1.31520
H 2.41986 -2.29653 -0.51531
H 1.55668 -3.65730 -1.30772
H 1.72473 -2.10890 -2.10090
H -0.92750 -1.64867 -2.26048
H -0.82187 -3.41476 -2.07981
H -1.92926 -2.52041 -1.04817
H -0.19669 2.04068 0.57212
H 1.09344 1.30568 1.39804
H -0.38369 1.47397 2.34726
H 1.38463 0.42432 -1.07779
C -6.66726 -7.91801 -4.00053
C -5.78407 -8.22664 -2.75212
C -4.35253 -8.72810 -3.16942
C -3.52950 -7.57211 -3.69704
C -3.22251 -6.63351 -2.49888
C -4.55761 -6.04041 -1.85175
N -5.62981 -7.10894 -1.77239
O -6.80844 -6.70946 -1.19047
C -4.11119 -5.64130 -0.41210
C -4.99544 -4.76307 -2.56546
C -6.45251 -9.44376 -2.00381
H -6.29080 -7.07000 -4.57260
H -7.71001 -7.73391 -3.74190
H -6.64966 -8.79036 -4.65382
H -3.71302 -9.27664 -2.47787
H -4.52703 -9.52128 -3.89643
H -4.02352 -7.01326 -4.49183
H -2.55425 -7.95425 -3.99862
H -2.63946 -5.79987 -2.89030
H -2.66734 -7.10327 -1.68697
H -3.65448 -6.42673 0.19006
H -3.31639 -4.93670 -0.65688
H -4.76161 -4.93291 0.10096
H -4.25151 -3.96948 -2.63547
H -5.22091 -4.89879 -3.62321
H -5.85011 -4.28910 -2.08279
H -6.49181 -10.39114 -2.54143
H -7.50424 -9.37130 -1.72680
H -5.92246 -9.72693 -1.09443
H -6.80270 -7.29326 -0.42840
C 1.33164 1.92621 5.76354
C 2.24482 0.76636 6.32430
C 3.56485 0.80265 5.47499
C 4.73948 0.01292 6.12755
C 4.93834 0.44555 7.58786
C 3.67061 0.38913 8.48653
N 2.48875 1.03467 7.77368
O 1.30518 0.98961 8.49875
C 3.48717 -1.14078 8.85902
C 3.96259 1.22244 9.70714
C 1.44888 -0.56266 6.04260
H 0.46220 2.17250 6.37307
H 0.90999 1.54612 4.83303
H 1.92969 2.82450 5.61018
H 3.37097 0.28486 4.53563
H 3.88347 1.81500 5.22656
H 5.62224 0.13866 5.50063
H 4.63642 -1.07004 6.05904
H 5.46249 1.40117 7.60038
H 5.74669 -0.18511 7.95790
H 4.34388 -1.73513 8.54142
H 3.30409 -1.31760 9.91888
H 2.68943 -1.44767 8.18261
H 3.06426 1.16104 10.32141
H 4.79383 0.64951 10.11811
H 4.20312 2.24220 9.40658
H 0.67313 -0.87153 6.74324
H 2.10728 -1.43073 6.07521
H 1.00001 -0.50175 5.05118
H 1.11732 1.91970 8.64444
*
```

Here are the Mulliken charges for atoms 1 to 2, given in e: -1.673 0.767



(2)
Below is a cluster of 2 separate species, C4H8N2O in total, with properties calculated with ωB97M-V with the def2-TZVPD basis set.

Summary:
* molecular weight: 100.12 g/mol
* SMILES: Cc1c[nH]cn1.O
* energy relative to the best compared isomer or geometry (same formula, charge and spin): 209.01 kJ/mol
* strongest force on any atom: 3.82 eV Å⁻¹
* HOMO-LUMO gap: 9.9 eV
* highest occupied orbital energy: -9.18 eV
* E_LUMO: 0.026 Eh

ORCA input file:
```
! wB97M-V def2-TZVPD RIJCOSX def2/J DEFGRID3
* xyz 0 1
C 2.01896 0.11024 -0.83549
C 0.46173 -0.18175 -0.82576
C -0.73981 0.19803 -1.44155
N -1.77163 -0.35236 -0.58810
C -1.21320 -0.92374 0.45598
N 0.12931 -0.81213 0.46803
H 2.49015 -0.32246 -1.75085
H 2.35285 1.11664 -0.74830
H 2.49805 -0.59047 0.03263
H -1.08221 0.73867 -2.34623
H -2.77398 -0.16899 -0.63968
H -1.80134 -1.44148 1.23279
O 0.75962 1.30965 2.16926
H 0.27288 0.95388 1.33981
H 0.29678 2.17180 2.24713
*
```

Here are the Mulliken charges for atoms 1 to 2, given in e: -0.949 0.524



Question: What is the molecular weight in the first record?
Answer: 1318.15 g/mol